[1]
62
Properties=species:S:1:pos:R:3:lowdin_charge:R:1 method="wB97M-V/def2-TZVPD" e_above_lowest_kcal_mol=1.7 e_homo_ha=-0.11061 orbital_gap_ha=0.2639 total_charge=-2
Pb 0.105 0.896 -0.378 1.386
O 1.730 4.949 -0.448 0.015
C 0.869 4.081 -0.336 -0.625
O 0.800 3.010 -1.036 -0.252
C -0.304 4.379 0.599 -0.038
C -0.714 5.685 0.632 0.053
C -1.801 6.091 1.416 -0.162
C -2.458 5.180 2.219 0.059
C -2.025 3.875 2.239 -0.065
C -0.955 3.378 1.414 -0.296
O -0.624 2.156 1.430 -0.206
N -2.716 2.995 3.174 -0.353
O -3.905 3.214 3.382 0.032
O -2.083 2.128 3.737 0.091
N -2.227 7.465 1.411 -0.373
O -1.649 8.256 0.676 0.034
O -3.147 7.800 2.150 0.022
H -0.172 6.413 0.046 0.125
H -3.289 5.482 2.837 0.124
N -2.521 -3.312 -6.417 0.065
C -2.536 -3.146 -5.014 -0.340
C -2.654 -1.874 -4.457 -0.044
C -2.698 -1.716 -3.082 -0.057
C -2.622 -2.823 -2.249 -0.284
C -2.516 -4.092 -2.795 -0.072
C -2.480 -4.253 -4.172 -0.048
S -2.603 -2.574 -0.481 0.542
O -3.499 -1.472 -0.231 -0.343
O -2.946 -3.843 0.123 -0.344
N -1.132 -2.052 -0.172 -0.136
C -0.035 -2.769 -0.444 -0.483
N -0.075 -4.059 -0.865 0.121
C 1.085 -4.677 -1.009 -0.170
C 2.314 -4.087 -0.762 -0.091
C 2.259 -2.740 -0.417 -0.148
N 1.130 -2.081 -0.287 0.084
H -2.162 -2.499 -6.895 0.072
H -2.006 -4.132 -6.702 0.071
H -2.711 -1.007 -5.106 0.103
H -2.790 -0.733 -2.638 0.110
H -2.454 -4.938 -2.127 0.102
H -2.401 -5.246 -4.602 0.100
H 1.028 -5.711 -1.347 0.095
H 3.246 -4.624 -0.861 0.076
H 3.165 -2.159 -0.252 0.109
C 2.818 -1.783 4.106 -0.111
C 1.508 -1.591 3.614 -0.086
C 1.292 -0.782 2.535 -0.049
C 2.362 -0.119 1.880 -0.217
C 2.132 0.707 0.739 -0.263
C 3.217 1.328 0.170 -0.141
C 4.531 1.148 0.667 -0.101
C 4.759 0.342 1.745 -0.074
C 3.675 -0.312 2.384 -0.191
C 3.873 -1.156 3.507 -0.067
H 2.982 -2.428 4.962 0.087
H 0.673 -2.091 4.089 0.098
H 0.285 -0.645 2.159 0.094
H 3.071 2.004 -0.668 0.079
H 5.358 1.662 0.190 0.090
H 5.762 0.197 2.134 0.094
H 4.883 -1.295 3.881 0.096

***

[2]
86
Properties=species:S:1:pos:R:3:lowdin_charge:R:1 method="wB97M-V/def2-TZVPD" e_above_lowest_kcal_mol=0.0 spin_multiplicity=2 e_homo_ha="-0.35418 / -0.35427" orbital_gap_ha="0.2375 / 0.1862" total_charge=+1
Be 0.332 0.995 0.496 0.109
N -0.737 -0.315 1.029 0.140
C -1.164 0.206 2.324 -0.182
C -1.593 -0.530 3.380 0.018
C -1.960 0.131 4.577 -0.036
C -1.899 1.491 4.680 0.006
C -1.435 2.269 3.590 -0.127
C -1.294 3.674 3.594 0.039
C -0.794 4.312 2.493 0.001
C -0.387 3.557 1.380 -0.031
N -0.513 2.247 1.341 0.100
C -1.056 1.606 2.421 -0.146
H -1.551 -0.458 0.433 0.139
H -0.260 -1.207 1.122 0.139
H -1.652 -1.608 3.319 0.124
H -2.295 -0.462 5.416 0.115
H -2.192 1.989 5.595 0.125
H -1.578 4.236 4.476 0.132
H -0.675 5.385 2.468 0.119
H 0.064 4.034 0.520 0.099
C 0.261 -1.540 7.247 -0.051
C 1.018 -1.619 5.946 -0.237
C 0.695 -2.611 5.024 -0.080
C 1.389 -2.705 3.827 -0.095
C 2.426 -1.833 3.545 -0.021
C 2.774 -0.851 4.472 -0.204
N 3.878 -0.018 4.270 0.094
C 4.550 0.120 3.052 -0.198
C 5.919 -0.125 2.987 -0.006
C 6.601 -0.039 1.785 -0.066
C 5.916 0.250 0.612 -0.070
C 4.556 0.502 0.671 -0.015
C 3.871 0.489 1.884 -0.080
C 2.459 0.974 1.919 -0.483
O 1.947 1.518 2.872 0.115
O 1.779 0.712 0.805 -0.097
C 2.048 -0.717 5.665 -0.164
C 2.413 0.391 6.615 -0.030
H -0.470 -2.345 7.316 0.077
H -0.273 -0.593 7.352 0.073
H 0.931 -1.624 8.104 0.090
H -0.087 -3.323 5.258 0.107
H 1.152 -3.497 3.125 0.103
H 3.004 -1.951 2.637 0.118
H 4.396 0.236 5.093 0.135
H 6.441 -0.415 3.891 0.118
H 7.665 -0.234 1.760 0.109
H 6.434 0.278 -0.337 0.104
H 4.010 0.729 -0.235 0.093
H 2.598 1.313 6.060 0.086
H 3.316 0.165 7.191 0.093
H 1.623 0.581 7.336 0.068
C 1.614 5.905 -1.157 -0.071
C 2.466 4.935 -0.643 -0.067
C 2.211 3.592 -0.884 -0.121
C 1.107 3.209 -1.652 -0.321
C 0.255 4.192 -2.161 -0.102
C 0.513 5.535 -1.917 -0.071
Ge 0.694 1.333 -1.949 1.128
C 2.154 0.329 -2.692 -0.320
C 2.036 -1.049 -2.891 -0.115
C 3.088 -1.775 -3.428 -0.071
C 4.270 -1.130 -3.768 -0.068
C 4.399 0.237 -3.574 -0.072
C 3.348 0.966 -3.034 -0.107
C -0.966 1.092 -2.909 -0.324
C -2.165 1.567 -2.370 -0.135
C -3.351 1.446 -3.077 -0.077
C -3.349 0.842 -4.327 -0.070
C -2.167 0.358 -4.868 -0.067
C -0.977 0.476 -4.161 -0.095
H 1.811 6.952 -0.967 0.110
H 3.325 5.222 -0.052 0.113
H 2.870 2.843 -0.462 0.094
H -0.608 3.913 -2.754 0.099
H -0.144 6.292 -2.326 0.110
H 1.117 -1.562 -2.631 0.103
H 2.987 -2.841 -3.582 0.108
H 5.092 -1.696 -4.188 0.109
H 5.318 0.740 -3.848 0.110
H 3.459 2.035 -2.892 0.098
H -2.173 2.051 -1.397 0.093
H -4.275 1.823 -2.658 0.108
H -4.273 0.747 -4.882 0.110
H -2.169 -0.110 -5.844 0.111
H -0.058 0.096 -4.591 0.100

***

[3]
44
Properties=species:S:1:pos:R:3:lowdin_charge:R:1 method="wB97M-V/def2-TZVPD" e_above_lowest_kcal_mol=0.0 spin_multiplicity=2 e_homo_ha="-0.40651 / -0.40647" orbital_gap_ha="0.2886 / 0.0844" total_charge=+1
O -0.603 -2.884 0.352 -0.072
H 0.291 -2.877 0.696 -0.029
H -0.679 -2.064 -0.135 -0.044
O 0.420 -1.999 -2.859 -0.028
H 0.880 -2.833 -2.756 0.069
H -0.301 -2.195 -3.457 0.061
O -0.590 -0.440 -0.797 -0.062
H -0.419 -1.017 -1.541 0.007
H 0.244 0.003 -0.640 -0.015
O 2.946 -0.737 -1.439 -0.064
H 2.257 -0.084 -1.561 -0.009
H 2.526 -1.437 -0.939 -0.011
C -4.129 -1.066 0.182 -0.878
O -3.384 -1.967 0.432 0.079
N -3.743 -0.068 -0.502 0.164
N -5.259 -0.939 0.709 0.183
H -4.238 0.786 -0.716 0.107
H -2.769 -0.052 -0.769 0.076
H -5.897 -0.295 0.264 0.118
H -5.587 -1.678 1.315 0.136
C -0.450 4.013 -1.684 -0.541
O 0.356 4.761 -1.026 0.366
N -1.344 4.446 -2.517 0.238
N -0.271 2.745 -1.736 0.279
H -1.961 3.864 -3.065 0.155
H -1.365 5.421 -2.782 0.152
H -0.904 2.157 -2.259 0.160
H 0.422 2.410 -1.082 0.094
C 2.245 -2.108 1.868 -0.797
O 1.894 -1.976 0.760 0.069
N 2.818 -1.237 2.614 0.199
N 2.276 -3.263 2.454 0.191
H 3.173 -1.582 3.495 0.121
H 2.886 -0.261 2.367 0.081
H 2.004 -4.042 1.871 0.138
H 2.750 -3.395 3.336 0.120
C 1.635 1.415 0.927 -0.709
O 1.531 1.149 -0.255 -0.030
N 2.754 1.755 1.516 0.189
N 0.569 1.340 1.726 0.215
H 3.656 1.685 1.067 0.147
H 2.774 2.042 2.484 0.126
H -0.305 0.933 1.425 0.131
H 0.892 1.572 2.654 0.115